A | ORCA calculation (wB97M-V/def2-TZVPD) on a 6-piece molecular cluster, C28H28Br4N4O8 overall.

XYZ file:
```
72
Properties=species:S:1:pos:R:3:lowdin_charge:R:1
O 5.6798 -5.5005 -27.8811 0.07
Br 2.9414 -3.9200 -17.4897 0.59
H 5.2017 -4.8051 -16.6013 0.05
H 0.0016 -0.1323 -19.7453 0.10
C 5.9238 3.9274 -22.8774 -0.10
H 3.2786 0.4893 -22.2939 0.11
O 9.4568 -1.8383 -24.6132 0.06
C 6.5357 3.7175 -25.2048 -0.07
H 8.6815 -3.8655 -26.1760 0.11
C 10.8213 -6.4993 -25.9803 -0.09
H 6.4524 -6.3910 -23.2517 0.04
H 6.5539 -5.5668 -25.4956 0.10
H 11.0806 -7.4699 -26.3767 0.11
C 8.1331 3.1984 -23.5016 -0.11
H 5.2934 -3.4638 -19.4208 0.01
N 4.3298 -0.6024 -17.9055 -0.33
C 4.7616 -7.7337 -23.5916 -0.09
H 8.4953 3.0730 -25.6224 0.11
C 4.9558 -3.9849 -17.2757 -0.58
H 5.2413 -3.0401 -16.8130 0.04
O 5.4944 -0.8606 -18.2371 0.04
C 11.6428 -6.0334 -24.9794 -0.09
O 3.8804 -0.5581 -16.7859 0.08
H 4.8427 0.0526 -20.4518 0.09
N 4.9411 -6.4074 -27.6253 -0.36
C 10.3150 -4.0530 -24.7329 -0.11
Br 8.1263 0.5455 -20.9171 0.63
C 3.3244 -0.3435 -18.9950 -0.13
C 1.5582 0.1052 -21.1142 -0.08
C 6.9461 -1.8552 -22.0267 -0.61
H 5.9636 -1.4519 -22.2718 0.05
C 1.9490 -0.5066 -18.7746 -0.01
C 5.6076 4.1871 -24.2393 0.02
C 3.7850 -8.0864 -24.4438 -0.08
H 7.5029 -1.6226 -22.9344 0.02
H 4.6381 4.5200 -24.5793 0.11
Br 7.4847 -4.4254 -18.6935 0.61
C 7.7867 3.2748 -24.8328 -0.08
O 4.1493 -6.8610 -28.4312 0.07
C 11.3801 -4.8804 -24.2762 0.01
C 4.9342 -6.8243 -26.1789 -0.12
H 12.4835 -6.6827 -24.7843 0.11
H 9.0389 2.6427 -23.3087 0.10
N 4.8199 3.8545 -21.8813 -0.32
H 0.8181 0.3169 -21.8718 0.11
H 9.1018 -6.1130 -27.2442 0.10
C 9.7603 -5.7664 -26.4615 -0.05
C 5.5294 -4.2393 -18.6921 -0.71
H 3.0782 -8.8907 -24.3021 0.11
C 5.7735 -6.8520 -23.9538 -0.07
C 2.9011 0.1838 -21.3293 -0.07
C 7.7857 -1.4832 -20.8279 -0.60
O 3.6867 4.2958 -22.1800 0.04
O 9.9736 -2.8758 -22.8615 0.08
H 5.1616 -5.1799 -19.1021 0.04
C 3.7815 -0.0361 -20.2718 -0.01
N 9.8857 -2.8458 -24.0415 -0.36
C 9.4938 -4.4957 -25.8452 0.03
H 8.7352 -2.0184 -20.8211 0.04
C 1.0623 -0.2988 -19.8626 -0.05
H 1.5521 -0.6993 -17.7888 0.11
H 7.2484 -1.7284 -19.9117 0.00
Br 6.7020 -3.8612 -22.0783 0.63
C 7.2303 3.4769 -22.5471 -0.06
C 3.9430 -7.7409 -25.7733 0.00
O 5.0229 3.5276 -20.7095 0.06
H 6.2720 3.7194 -26.2522 0.10
H 7.5082 3.2643 -21.5254 0.07
H 3.3904 -8.2330 -26.5600 0.12
H 4.7419 -8.1937 -22.6147 0.11
C 5.8144 -6.3148 -25.2506 -0.01
H 11.9367 -4.6174 -23.3888 0.12
```

As for the SMILES: O=[N+]([O-])c1ccccc1.O=[N+]([O-])c1ccccc1.O=[N+]([O-])c1ccccc1.O=[N+]([O-])c1ccccc1.BrCCBr.BrCCBr. The HOMO energy comes out at -9.83 eV. The value obtained for the LUMO energy is -0.741 eV. As for the charge: 0. The HOMO-LUMO gap is 9.086 eV. For the molar mass, the calculation gives 868.2 g mol⁻¹.

B | ORCA calculation (wB97M-V/def2-TZVPD) on a 6-piece molecular cluster, C28H28Br4N4O8 overall.

XYZ file:
```
72
Properties=species:S:1:pos:R:3:lowdin_charge:R:1
O 4.5456 1.5879 4.7241 0.05
C 3.8990 1.8579 0.5360 -0.07
H 4.7851 -1.3023 -0.1948 0.12
C -3.1055 1.5269 5.2835 -0.09
C 0.0508 -4.0599 -1.5173 -0.07
C 0.1169 2.8177 3.8457 -0.06
Br 0.1793 0.5854 -7.9462 0.61
O -2.7518 -1.4978 1.5335 0.06
C 0.4268 1.1221 2.0840 -0.11
C 4.1305 1.9654 1.8830 -0.01
C 0.5125 1.5175 3.4507 0.00
O 1.2174 0.7089 -2.2179 0.04
N 0.1672 0.0538 -2.3858 -0.33
N 4.9853 0.7405 3.9398 -0.33
N 0.9528 -0.2412 1.6968 -0.35
O 0.8382 -0.6065 0.5850 0.11
H -0.3312 -0.5822 -5.7928 0.02
H 2.0395 -0.5338 -4.7523 0.02
O 5.7761 -0.1039 4.3453 0.06
Br -4.6224 -1.5919 -1.7214 0.70
H -0.7444 4.6549 3.2278 0.10
O 1.4767 -0.8501 2.5953 0.08
H -4.3197 -0.0018 -4.3495 0.07
C 4.6076 0.7869 2.4924 -0.13
H 2.1574 -1.6829 -2.4326 0.10
H -0.8605 4.1077 0.8519 0.12
C 4.5831 -0.4310 0.4488 -0.08
C 0.5570 -0.5675 -6.4219 -0.72
O -4.5604 -0.4553 1.0486 0.01
H -0.0466 1.7066 0.1568 0.09
H 0.9893 0.8302 4.1085 0.10
Br -3.3945 -1.5100 -6.1662 0.63
H -4.2820 2.9704 4.4772 0.08
H -2.7476 2.0825 6.0855 0.09
H 5.3502 -1.2208 2.3479 0.11
Br 3.2955 -0.4529 -6.7624 0.62
H -2.0452 -3.7665 -1.2793 0.11
O -0.8097 0.5102 -2.8987 0.08
H 2.0634 -4.1778 -1.9826 0.13
C 1.7530 -0.0401 -5.6706 -0.71
C -1.0903 -1.9042 -1.7446 -0.02
H -1.7618 0.0323 5.9433 0.13
H 1.7772 1.0555 -5.5834 0.06
C -2.5150 0.2746 5.1608 -0.07
C -3.6517 -0.8846 -4.3140 -0.67
H -2.2080 -1.4226 3.8749 0.14
C -1.0895 -3.2568 -1.4227 -0.05
C -4.2043 -2.0975 -3.6029 -0.68
C -2.7167 -0.4324 4.0079 -0.01
C 4.9099 -0.4068 1.8133 0.02
H -4.6146 1.6855 2.2349 0.13
C -3.8529 2.0545 4.2854 -0.03
H 4.0465 0.6539 -1.2852 0.13
H -5.2393 -2.3790 -4.0061 0.07
H -3.5977 -3.0088 -3.5339 0.05
H 0.8024 -1.6215 -6.7677 0.07
C 4.1137 0.6659 -0.1673 -0.10
C -3.4229 0.1460 2.9606 -0.19
C 0.1492 -1.3903 -2.0656 -0.18
H 0.4484 3.1422 4.8349 0.11
N -3.5843 -0.6137 1.7276 -0.34
C -0.3839 3.6929 2.8787 -0.08
H -0.0017 -5.1294 -1.3857 0.11
C -0.4401 3.3316 1.5263 -0.06
C 1.2888 -2.1311 -2.0910 -0.02
C -4.0264 1.3170 3.0624 0.02
H 3.6806 2.7934 0.0121 0.12
H -2.0175 -1.3657 -1.7268 0.04
H -2.7183 -0.5637 -3.8753 0.01
H 3.9391 2.7461 2.6367 0.13
C 1.2346 -3.4718 -1.8063 -0.07
C -0.0880 2.0312 1.1627 -0.01
```

As for the SMILES: O=[N+]([O-])c1ccccc1.O=[N+]([O-])c1ccccc1.O=[N+]([O-])c1ccccc1.O=[N+]([O-])c1ccccc1.BrCCBr.BrCCBr. The HOMO energy comes out at -9.86 eV. The value obtained for the LUMO energy is -0.616 eV. As for the charge: 0. The HOMO-LUMO gap is 9.243 eV. For the molar mass, the calculation gives 868.2 g mol⁻¹.

Least stable = A

A | ORCA calculation (wB97M-V/def2-TZVPD) on a 2-piece molecular cluster, C12H13N2O overall.

XYZ file:
```
28
Properties=species:S:1:pos:R:3:nbo_charge:R:1
C -3.1613 -0.2816 -0.0363 -0.59
H 2.2220 2.0201 0.5772 0.21
H -2.1376 -3.0795 -0.2081 0.25
C -3.4715 0.9261 0.2632 0.56
C 4.1928 -0.6716 0.4880 -0.13
H -3.8223 2.7398 1.2373 0.44
C 0.5112 0.8342 -0.8758 0.27
H -0.1129 0.2914 -1.5658 0.25
H -0.1558 3.8765 -1.4870 0.22
C 1.7113 0.3133 -0.3833 -0.17
C 3.7215 0.5370 0.9243 -0.23
H 4.3181 1.1453 1.6224 0.24
H -3.9748 -0.9335 -0.3105 0.28
C 2.5176 1.0335 0.5166 -0.11
C 2.1200 -0.9850 -0.7492 -0.13
N -3.5609 2.1074 0.4804 -0.63
H 1.3144 -1.6377 -1.0398 0.22
H -2.6767 -2.7307 1.4918 0.25
O -0.8569 -0.2871 0.6088 -0.63
H -1.0435 -2.8487 1.0556 0.24
C -1.9926 -2.4624 0.6530 -0.73
C -0.4906 3.1004 -0.7365 0.07
N 0.1317 2.0189 -0.7288 -0.29
H 5.2061 -1.1441 0.8698 0.25
C -1.9478 -0.9196 0.4460 0.60
H 3.6155 -2.4566 -0.8185 0.24
C 3.3491 -1.5023 -0.3411 -0.21
H -1.4748 3.2902 -0.2347 0.23
```

The HOMO energy comes out at -12.66 eV. The value obtained for the LUMO energy is -4.119 eV. As for the charge: +1. The HOMO-LUMO gap is 8.546 eV. For the molar mass, the calculation gives 201.2 g mol⁻¹.

B | ORCA calculation (wB97M-V/def2-TZVPD) on an isolated ion of composition C12H13N2O and charge +1.

XYZ file:
```
28
Properties=species:S:1:pos:R:3:nbo_charge:R:1
H 0.4792 0.9903 -2.1637 0.25
H 0.4419 0.2157 1.7804 0.21
H -2.4247 3.3093 2.4164 0.23
C -2.0751 2.4671 1.8405 -0.18
C -0.4671 0.7223 1.4864 -0.26
C 0.7958 -0.6664 -0.8410 0.15
H -2.8659 0.6458 -0.8975 0.24
O -1.4889 -1.1783 -1.4916 -0.68
H -0.3718 2.1224 3.0933 0.23
H -1.0120 -1.5592 -2.2396 0.50
C 1.1989 0.3190 -1.7232 -0.22
H 2.9147 1.1668 -2.6897 0.24
C 3.4400 -0.4711 -1.4057 -0.22
C -2.3274 0.9759 -0.0241 -0.22
H 4.4977 -0.4205 -1.6036 0.25
C -1.1742 0.3079 0.3603 -0.03
N 1.6451 -1.5181 -0.2679 -0.49
C 2.9377 -1.4282 -0.5365 0.08
N -0.5991 -2.1015 0.5005 -0.75
H -1.1371 -2.8812 0.1138 0.44
C -2.7751 2.0546 0.7198 -0.18
H -0.9387 -1.8821 1.4394 0.44
H 0.4881 -2.2712 0.4766 0.46
H 3.5755 -2.1446 -0.0395 0.22
H -3.6727 2.5717 0.4198 0.23
C -0.9210 1.8010 2.2226 -0.18
C 2.5561 0.4119 -2.0079 -0.12
C -0.6599 -0.8773 -0.4364 0.36
```

As for the SMILES: [NH3+][C@@](O)(c1ccccc1)c1ccccn1. The HOMO energy comes out at -12.78 eV. The value obtained for the LUMO energy is -3.068 eV. As for the charge: +1. The HOMO-LUMO gap is 9.711 eV. For the molar mass, the calculation gives 201.2 g mol⁻¹.

Least stable = A

A | ORCA calculation (wB97M-V/def2-TZVPD) on C32H30AsBr2CoF3NO3 as an isolated structure.

XYZ file:
```
73
Properties=species:S:1:pos:R:3:mulliken_spin:R:1
C -3.0184 -0.3225 1.6423 0.01
C 1.5778 -3.0220 4.8649 0.00
Co 0.1662 -0.1827 -0.0923 2.85
H -3.6752 2.6143 -2.5932 0.00
C -3.2955 3.4256 -1.9919 0.02
C -0.2235 -4.4539 4.2430 0.00
H -4.7504 2.0540 1.7278 0.00
C -1.1227 1.2776 -0.3788 0.79
F -5.6002 6.3697 -0.0025 0.00
H 2.4493 -0.9385 2.4556 0.00
H -2.1579 -4.9122 2.6047 0.00
C 1.9447 -1.0854 -3.9278 -0.01
C -0.0802 -1.5709 1.8272 -0.01
H 1.5014 -0.5547 -5.9782 0.00
C -4.0943 4.5328 -1.7823 0.01
H -0.0967 2.5565 -1.7319 0.03
H 2.3983 -2.7825 5.5277 0.00
C 1.3381 -2.2086 3.7685 0.01
H 1.5231 -5.8838 6.1019 0.00
C 3.0363 -1.9580 -4.1003 0.01
C -0.4874 -3.6817 3.1229 -0.01
C 1.2164 -0.4315 -4.9432 0.00
H 3.1944 -1.2064 4.0419 0.00
F -5.0898 7.2171 -1.9134 0.00
H -3.0194 -1.0500 0.8290 0.00
H -1.8156 3.4175 2.4079 0.00
H -4.2049 3.2857 0.5753 0.00
C -3.6252 5.5915 -1.0138 0.00
C -0.2379 0.4976 -3.2590 -0.07
H -1.9786 6.3963 0.0976 0.00
H 4.4580 -3.2635 -3.1808 0.00
H -0.7313 2.0226 2.6910 0.00
H -4.0206 -0.2445 2.0678 0.00
C 1.0239 -4.9511 6.3656 0.00
H 1.6491 -4.4173 7.0776 0.00
H 1.8011 -0.1277 3.8729 0.00
C 2.2527 -1.0528 3.5184 0.00
C 2.2436 -1.3343 -1.4599 -0.01
H -2.3327 -0.6571 2.4162 0.00
H -5.0818 4.5926 -2.2133 0.00
H -4.7961 1.7168 -0.0146 0.00
H 0.0811 -5.2001 6.8500 0.00
N 0.4251 -0.1249 -2.2984 0.05
C 3.2596 -2.2589 -1.7276 0.02
C -1.4190 1.3386 -2.8781 0.09
As -2.4548 1.4134 0.9759 0.06
C -1.7653 2.3363 2.5506 0.06
C 1.5215 -0.8415 -2.5988 0.00
H -2.2744 0.6833 -2.6852 0.01
C -2.3478 5.5530 -0.4644 0.01
C 0.7844 -4.1228 5.1393 0.00
H -1.1011 -4.4813 1.2536 0.00
C -1.5561 4.4433 -0.6845 -0.01
C -4.2443 2.2202 0.7785 0.01
C 0.2685 -2.5179 2.9140 0.00
C 0.1624 0.3778 -4.5993 0.00
Br 4.1309 -3.0800 -0.2622 0.00
H -0.8172 -5.3389 4.4316 0.00
H -0.3877 0.9029 -5.3637 0.00
H -2.2070 -3.2889 1.8902 0.00
Br 3.6946 -2.3103 -5.8526 0.00
C 3.6517 -2.5623 -3.0254 0.00
O 1.9399 -0.8818 -0.2991 0.06
C -2.0207 3.3584 -1.4346 0.03
F -3.9865 7.7836 -0.1531 0.00
O 0.0179 -0.3256 2.0338 0.06
O -0.5246 -1.9636 0.7111 0.03
C -4.5534 6.7425 -0.7742 0.00
C -1.1187 2.1708 -1.6038 -0.13
H -0.5523 4.4119 -0.2849 0.00
H -1.6687 2.0032 -3.7093 0.02
C -1.5590 -4.1143 2.1704 0.01
H -2.3586 2.0512 3.4204 0.00
```

The multiplicity is 5. The HOMO energy (spin up / spin down) comes out at -7.27 / -7.34 eV. The expectation value of S² is 6.01. The value obtained for the LUMO energy (spin up / spin down) is 0.000 / -0.842 eV. As for the charge: 0. The HOMO-LUMO gap (spin up / spin down) is 7.275 / 6.500 eV. For the molar mass, the calculation gives 827.3 g mol⁻¹.

B | ORCA calculation (wB97M-V/def2-TZVPD) on C32H30AsBr2CoF3NO3 as an isolated structure.

XYZ file:
```
73
Properties=species:S:1:pos:R:3:mulliken_spin:R:1
C -1.1586 -0.6281 8.4484 0.00
C 3.9779 2.7952 -0.1033 -0.07
C -2.1412 -2.6253 3.9568 0.00
H 2.3476 -2.7239 -1.5680 0.00
As 0.0208 -2.6299 -0.5123 0.09
H -2.9479 4.0417 0.2521 0.00
C -2.1770 -0.1967 -0.3371 0.05
H -0.3970 -4.6263 1.0471 0.00
C 1.7868 3.8245 -0.0143 -0.03
H -2.4426 -2.1357 3.0312 0.00
C -0.0104 -1.0277 2.7851 -0.01
C 3.1933 3.9170 -0.0026 0.22
F -9.5730 -0.5008 -1.6325 0.00
H -2.2345 -0.5329 8.5860 0.00
H 0.8317 0.5688 7.0648 0.00
C -6.9651 -0.4028 0.6320 0.00
C 1.3354 -2.7642 -1.9650 0.01
C -0.8287 -0.7632 6.9916 0.00
H -2.7572 2.6302 -0.7884 0.00
F -9.3873 1.5151 -0.9151 0.00
H 1.1922 -3.7071 -2.4961 0.00
H -7.5802 -0.6688 1.4799 0.00
H -4.8011 0.5413 -2.4311 0.00
C -1.5798 -1.5963 6.1750 0.00
C -1.3284 -1.7031 4.8154 0.00
C -2.4063 3.1099 0.1221 0.00
H -3.0266 -2.9717 4.4861 0.00
C -6.7857 0.4010 -1.6437 0.00
N -0.1187 2.3240 -0.0130 0.05
O 0.4196 -2.0587 2.2855 0.01
H -0.8265 -1.5095 8.9968 0.00
H -0.6749 0.2483 8.8726 0.00
C -4.8040 -0.1791 -0.4128 -0.02
H -1.5350 -3.4916 3.6924 0.00
H 2.2441 1.1032 5.2367 0.00
C 1.6385 0.6291 4.4680 0.00
H 1.3290 -4.3039 0.8759 0.00
C 1.2100 2.5325 -0.0857 0.07
H 5.0532 2.8863 -0.0891 0.00
O -0.2780 0.0463 2.1523 0.06
C 0.8942 4.9113 0.0337 0.05
H 2.2647 -0.0453 3.8859 0.00
H -1.3548 -4.0908 -2.1202 0.00
H -7.2723 0.7537 -2.5405 0.00
C 0.2250 -0.0594 6.4299 0.00
C -9.0434 0.2402 -0.6389 0.00
C 0.5046 -0.1379 5.0740 0.00
C -5.5916 -0.5197 0.6899 0.00
C 2.0112 1.3504 -0.2722 0.15
C -0.2871 -0.9539 4.2719 0.01
H 0.4512 -5.1374 -0.4352 0.00
H 1.2749 5.9207 0.0595 0.01
C -5.4152 0.2808 -1.5826 0.01
C -3.3966 -0.2493 -0.3479 0.01
C -7.5576 0.0649 -0.5349 0.00
C -0.4515 4.6726 0.0334 -0.03
F -9.7035 -0.0927 0.4766 0.00
Br 4.5082 0.0158 -0.4277 0.04
H -2.4343 -3.2661 -0.9842 0.00
Co -0.3674 0.0407 0.1755 2.76
C 3.3976 1.5381 -0.2432 0.15
H -1.1522 5.4908 0.0477 0.00
H -2.3914 -2.1619 6.6102 0.00
H -5.1105 -0.8716 1.5902 0.00
Br 4.0254 5.6164 0.1738 0.03
H -2.6251 2.4399 0.9497 0.00
O 1.4278 0.2219 -0.4752 0.33
H -1.7274 -2.3662 -2.3302 0.00
H 1.2464 1.3960 3.8006 0.00
H 1.1979 -1.9390 -2.6595 0.00
C -0.9399 3.3550 0.0466 0.02
C -1.5436 -3.1516 -1.5989 0.01
C 0.3871 -4.3704 0.3375 0.02
```

The multiplicity is 5. The HOMO energy (spin up / spin down) comes out at -7.58 / -7.78 eV. The expectation value of S² is 6.05. The value obtained for the LUMO energy (spin up / spin down) is -1.233 / -3.743 eV. As for the charge: 0. The HOMO-LUMO gap (spin up / spin down) is 6.349 / 4.034 eV. For the molar mass, the calculation gives 827.3 g mol⁻¹.

Least stable = B